Below is a molecular structure, C7H21O4Y in a non-equilibrium geometry, with properties calculated with ωB97M-V/def2-TZVPD.

XYZ file:
```
33
Properties=species:S:1:pos:R:3:forces:R:3
Y -3.9216 2.4036 -0.1254 3.344 -4.760 0.964
C -1.1964 0.3485 0.3829 0.663 -0.040 -0.290
O -2.5764 0.7477 0.3179 -3.322 4.705 -0.965
H -0.6825 0.7743 1.2457 -0.334 -0.028 0.145
H -1.1380 -0.7388 0.4212 -0.148 0.025 0.034
H -0.6822 0.7140 -0.5109 -0.079 -0.162 0.009
C 1.1697 3.3357 -0.1237 -0.198 0.073 -0.095
C 2.5102 2.6640 -0.3611 0.201 0.355 0.717
O 3.1179 2.6751 0.9305 -0.249 -0.251 0.281
H 0.6414 2.7453 0.6326 0.033 0.233 0.171
H 0.5185 3.4149 -1.0015 0.311 -0.131 -0.226
H 1.3572 4.3472 0.2338 -0.174 -0.041 0.210
H 3.1498 3.2662 -1.0068 -0.249 -0.315 -0.542
H 2.3505 1.6373 -0.7014 0.271 0.065 -0.348
H 4.0112 2.3171 0.9226 0.025 0.096 -0.205
C 1.9458 -0.5000 1.9152 -0.713 0.833 -0.097
C 2.2335 -0.9727 0.4996 1.058 -0.857 0.662
O 3.6330 -0.9349 0.2413 -0.102 0.137 -0.283
H 2.0788 0.5787 2.0494 0.113 -0.019 -0.182
H 2.6010 -0.9816 2.6357 0.002 -0.248 -0.121
H 0.9042 -0.7142 2.1862 0.099 -0.171 0.097
H 1.6875 -0.4943 -0.3212 -0.246 0.169 0.218
H 2.0219 -2.0445 0.4892 -0.242 0.063 -0.322
H 3.9223 -0.0277 0.1073 -0.028 0.009 0.050
C -3.3386 -3.4501 -0.6432 0.261 0.585 0.314
C -3.2778 -2.6239 -1.9027 0.193 0.653 -0.406
O -3.7633 -1.2748 -1.6345 -0.122 0.452 0.024
H -2.9610 -4.4591 -0.7857 -0.191 -0.085 -0.001
H -4.3225 -3.4208 -0.1783 -0.184 -0.375 -0.329
H -2.6928 -2.9578 0.0985 0.161 -0.212 -0.069
H -3.8543 -2.9567 -2.7618 -0.323 -0.278 0.309
H -2.2570 -2.5254 -2.2858 0.057 -0.169 0.183
H -3.1899 -0.8922 -0.9656 0.111 -0.313 0.093
```
Forces are in eV/Å.

The value obtained for the largest force on an atom is 5.90 eV Å⁻¹. The energy above the lowest of the compared OMol25 structures with the same formula, charge and spin comes out at 0.5 kcal per mole. The highest occupied orbital energy comes out at -14.596 eV. For the LUMO energy, the calculation gives -11.92 eV. The net charge is +2.